[1]
Formula: C10H15BiN5S5Sb
Source: the OMol25 dataset
Level of theory: ωB97M-V/def2-TZVPD

The value obtained for the HOMO-LUMO gap (spin up / spin down) is 5.96 / 5.88 eV. As for the net charge: -1. As for the HOMO energy (spin up / spin down): -3.82 / -3.81 eV. As for the energy above the lowest of the compared OMol25 structures with the same formula, charge and spin: 1.418 eV. As for the multiplicity: 2.

The geometry in XYZ format:
```
37
Properties=species:S:1:pos:R:3:forces:R:3
Bi -0.566576 -0.054182 0.154769 -0.313 1.053 -2.270
S -5.335404 -0.426290 1.352253 0.275 0.095 -0.256
Sb -3.899254 0.294588 -0.274575 -0.695 -0.072 0.142
S -2.207580 1.686918 0.991482 -0.150 0.214 0.230
S -2.341675 -1.682024 -0.606673 -0.400 -0.261 -0.183
N 0.712160 -3.171663 -1.618318 -0.335 -0.309 -0.148
C 1.745385 -2.629873 -0.939797 1.236 -0.850 -0.011
N 1.790965 -1.426379 -0.510618 -0.638 0.485 0.038
C 2.954447 -1.109755 0.125492 0.776 -0.990 -0.053
C 3.881107 -2.109831 0.133240 -0.272 0.158 -0.166
S 3.257572 -3.527114 -0.640123 -0.556 0.466 -0.130
C 3.037671 0.152584 0.831877 0.854 0.518 0.783
C 4.049576 0.558011 1.651646 -0.293 0.073 -0.224
S 3.614075 2.008714 2.486366 -0.577 -0.081 -0.428
C 2.053601 1.967212 1.626331 1.325 0.243 0.593
N 1.959040 0.985225 0.813965 -0.581 -0.079 -0.446
N 1.124914 2.934469 1.784593 -0.305 0.337 0.174
H -0.184506 -2.709896 -1.474350 -0.129 -0.020 -0.086
H 0.662215 -4.177747 -1.648464 -0.034 0.110 0.018
H 4.872445 -2.110058 0.538356 0.159 0.026 0.187
H 5.006573 0.107625 1.817185 0.148 -0.207 0.088
H 1.162328 3.468925 2.638061 -0.063 -0.076 -0.085
H 0.188355 2.672055 1.490271 -0.151 0.109 0.001
C -1.965475 -0.766467 3.503999 0.173 0.050 -0.372
C -0.741237 -1.538101 2.963426 -0.325 -0.691 1.223
C -1.250334 -2.923252 2.498415 0.048 0.289 -0.212
C 0.285197 -1.719788 4.104244 -0.277 -0.052 -0.197
N -0.061395 -0.846320 1.952914 0.834 -0.341 1.166
H -2.331788 -1.244515 4.411266 0.037 -0.088 0.104
H -2.769172 -0.766781 2.769526 -0.080 0.111 -0.008
H -1.693477 0.264994 3.718316 -0.051 0.079 0.065
H -1.653610 -3.471199 3.349498 0.074 -0.029 0.112
H -0.440204 -3.494161 2.045016 0.097 -0.127 0.006
H -2.039986 -2.795980 1.760338 0.039 -0.047 0.021
H -0.134476 -2.268050 4.943063 -0.071 -0.122 0.210
H 0.609179 -0.737952 4.437728 0.072 0.136 0.119
H 1.152149 -2.249413 3.718347 0.152 -0.112 -0.003
```
Forces are in eV/Å.

[2]
Formula: C10H15BrN4
Source: the OMol25 dataset
Level of theory: ωB97M-V/def2-TZVPD

The value obtained for the HOMO-LUMO gap is 8.54 eV. As for the HOMO energy: -7.80 eV. As for the energy above the lowest of the compared OMol25 structures with the same formula, charge and spin: 0.000 eV. As for the SMILES: CN1N(c2ncc(Br)cn2)CCC1(C)C. As for the multiplicity: 1.

The geometry in XYZ format:
```
30
Properties=species:S:1:pos:R:3:forces:R:3
C -0.743020 1.701475 1.043483 1.529 0.143 -0.239
N -0.548359 0.711359 -0.021765 -2.323 0.485 0.952
N 0.319591 -0.272106 0.413579 -1.601 -1.844 -0.056
C 1.606704 -0.140185 0.294945 3.389 1.531 -0.526
N 2.348053 -1.254300 0.305768 -2.044 -0.871 0.402
C 3.611207 -1.171482 0.160128 1.883 0.831 0.282
C 4.298681 0.068004 0.018561 -1.338 -2.373 0.481
Br 6.120525 0.050404 -0.155445 1.159 0.290 -0.126
C 3.489406 1.150893 0.125766 1.003 2.927 -1.190
N 2.163466 1.086882 0.213735 -0.269 0.195 0.144
C -0.244191 -1.594681 0.643400 -1.711 -0.437 0.785
C -1.711152 -1.508636 0.169897 0.385 0.096 -3.728
C -1.812474 -0.035232 -0.412988 -0.111 -0.002 0.070
C -1.701641 0.064822 -1.911758 -2.012 0.494 -3.090
C -3.133606 0.587079 -0.007725 -0.541 0.345 1.215
H 0.236617 1.628573 1.517919 -0.494 0.571 0.784
H -0.774210 2.697060 0.622420 -0.260 0.242 -0.242
H -1.588547 1.557761 1.696087 -0.088 -0.298 0.406
H 4.085035 -2.128251 0.276823 0.856 -0.155 -0.364
H 4.034174 2.197575 -0.009202 -1.602 -1.993 0.558
H -0.246494 -1.827112 1.697053 0.214 0.034 0.614
H 0.320442 -2.396044 0.191721 0.133 0.158 -0.464
H -1.830389 -2.112939 -0.809201 0.265 0.436 1.666
H -2.579436 -1.825674 0.769211 0.859 0.444 0.423
H -2.100304 1.043480 -2.406787 0.946 -0.994 1.598
H -2.392463 -0.602882 -2.511342 0.962 -0.135 0.880
H -0.667106 -0.004097 -2.234597 -0.021 -0.405 -0.146
H -3.181090 1.590306 -0.363590 -0.153 0.859 -0.504
H -3.365904 0.680259 1.066477 0.573 -0.362 -0.140
H -4.013523 0.057694 -0.382578 0.412 -0.211 -0.446
```
Forces are in eV/Å.

[3]
Formula: C10H15ClN2
Source: the OMol25 dataset
Level of theory: ωB97M-V/def2-TZVPD

The value obtained for the HOMO-LUMO gap is 11.79 eV. As for the HOMO energy: -11.28 eV. As for the energy above the lowest of the compared OMol25 structures with the same formula, charge and spin: 0.116 eV. As for the SMILES: CCC[C@H](C#N)[C@@H](C#N)CCCCl. As for the multiplicity: 1.

The geometry in XYZ format:
```
28
Properties=species:S:1:pos:R:3:forces:R:3
C -1.015588 -2.661428 0.710701 0.158 -0.051 -0.030
C 0.100010 -2.780216 -0.350709 -0.662 0.112 -0.461
C 0.784851 -1.450258 -0.768604 0.725 -0.609 0.480
C 1.029909 -0.413223 0.360621 0.478 0.364 -0.138
C 1.625263 -1.014647 1.596136 -1.482 0.902 -2.141
N 1.865665 -1.477245 2.604712 0.796 -0.690 1.390
C -0.219055 0.512143 0.671357 0.874 0.331 1.203
C -0.727171 0.299187 2.073537 0.222 -0.071 -3.091
N -1.344865 0.037628 2.988851 -0.633 -0.132 1.744
C 0.118087 2.031119 0.521154 -0.613 0.481 -0.161
C -0.687374 2.720824 -0.606095 0.690 0.336 -0.007
C -0.154041 2.450572 -2.022385 -0.695 0.289 -0.192
Cl 1.576448 2.933534 -2.211447 -0.401 -0.283 0.070
H -1.578614 -3.604370 0.755596 0.114 0.294 -0.007
H -1.720478 -1.855305 0.449195 0.143 -0.345 0.088
H -0.636044 -2.463211 1.723368 -0.062 -0.013 -0.374
H 0.847290 -3.538174 -0.069689 -0.172 0.415 0.156
H -0.380433 -3.182361 -1.261870 0.291 0.097 0.260
H 1.785643 -1.721103 -1.149649 -0.371 0.168 -0.005
H 0.275385 -0.951876 -1.607288 -0.058 -0.084 0.392
H 1.795554 0.282228 -0.024147 -0.218 -0.297 0.079
H -1.013365 0.274770 -0.050505 0.100 -0.158 0.477
H 1.185405 2.211125 0.334272 -0.264 -0.226 0.089
H -0.123177 2.573967 1.447877 0.102 -0.358 -0.215
H -1.763770 2.483421 -0.572454 0.360 -0.147 0.022
H -0.618199 3.808157 -0.432696 -0.028 -0.337 -0.124
H -0.284654 1.412535 -2.358919 0.345 0.207 0.275
H -0.714815 3.071468 -2.736253 0.260 -0.195 0.221
```
Forces are in eV/Å.

[4]
Formula: C10H15F3N3O4
Source: the OMol25 dataset
Level of theory: ωB97M-V/def2-TZVPD

The value obtained for the HOMO-LUMO gap is 9.96 eV. As for the net charge: +1. As for the HOMO energy: -14.38 eV. As for the multiplicity: 1.

The geometry in XYZ format:
```
35
Properties=species:S:1:pos:R:3:forces:R:3
O 3.099027 -3.573894 0.083983 0.004 -0.055 0.207
C 2.459021 -2.974787 -0.695734 0.016 0.112 -0.107
F 1.341859 -3.445946 -1.234755 0.091 -0.011 0.010
N 2.769779 -1.632885 -1.100101 -1.197 -0.064 -0.476
C 2.623083 -1.219614 -2.447873 0.246 -0.232 0.268
O 3.215084 -0.312026 -2.909527 -0.077 0.477 -0.097
F 1.783663 -1.955525 -3.156130 0.149 -0.188 -0.096
C 2.343767 -0.667486 -0.094472 0.692 0.077 0.322
C 2.988690 0.725891 -0.189151 -0.191 -0.278 0.244
N 2.164117 1.397282 0.846734 0.102 -0.020 -0.087
C 1.019146 0.845629 1.011553 0.002 -0.029 0.030
C 0.845726 -0.333074 0.099261 -0.135 0.434 0.350
C 0.044171 0.200749 -1.115964 0.045 0.182 0.162
C -1.432314 0.344902 -0.734958 -0.255 -0.092 -0.284
C -2.284772 -0.908351 -1.017304 -0.098 0.130 0.232
F -1.569351 -1.838257 -1.752043 0.068 -0.126 -0.101
H 2.687833 -1.065156 0.866008 0.040 -0.162 -0.130
H 2.810318 1.215915 -1.144691 0.210 0.028 0.015
H 4.041354 0.720302 0.078694 -0.018 0.143 -0.062
H 2.483688 2.216526 1.352148 -0.121 0.044 -0.043
H 0.283835 1.225525 1.719379 0.013 0.067 -0.086
H 0.264735 -1.086145 0.637556 0.156 -0.250 -0.269
H 0.177157 -0.442904 -1.984033 -0.072 -0.086 0.104
H 0.419012 1.191071 -1.393868 0.078 -0.102 -0.043
H -1.860914 1.196515 -1.262681 0.059 -0.040 -0.032
H -1.504480 0.574416 0.326970 -0.039 0.088 -0.032
H -2.603866 -1.398719 -0.095579 0.103 -0.046 0.005
H -3.181060 -0.650023 -1.580072 0.050 -0.016 -0.078
C -4.223431 1.530499 2.676635 -0.051 0.066 -0.004
N -2.902931 1.846757 2.069748 0.136 0.090 -0.019
O -2.855598 2.636648 1.155630 -0.009 -0.088 0.086
O -1.923909 1.273050 2.532553 -0.059 -0.011 -0.024
H -4.977644 2.110840 2.159791 0.017 0.008 -0.010
H -4.381760 0.462006 2.562839 0.023 -0.008 0.036
H -4.163035 1.790268 3.729451 0.019 -0.038 0.008
```
Forces are in eV/Å.

[5]
Formula: C10H15FO
Source: the OMol25 dataset
Level of theory: ωB97M-V/def2-TZVPD

The value obtained for the HOMO-LUMO gap is 8.50 eV. As for the HOMO energy: -7.68 eV. As for the energy above the lowest of the compared OMol25 structures with the same formula, charge and spin: 0.583 eV. As for the SMILES: CC(C)(C)/C(F)=C/C=C\C=C\O. As for the multiplicity: 1.

The geometry in XYZ format:
```
27
Properties=species:S:1:pos:R:3:forces:R:3
C 2.534619 -1.038621 0.140644 1.103 0.074 1.015
C 1.458784 0.054406 -0.114598 2.677 0.027 1.756
C 1.633101 1.018105 1.105573 -2.765 -2.443 0.793
C 1.864814 0.854544 -1.330218 -1.321 1.621 -0.444
C 0.135097 -0.581369 -0.168493 -1.477 -0.821 -3.305
F -0.339773 -1.106005 1.001163 1.014 0.440 -0.794
C -0.614446 -0.779730 -1.313430 -1.284 -1.739 5.457
C -1.939054 -1.480440 -1.103757 -0.723 -0.782 0.994
C -2.922030 -1.182336 -0.216782 2.094 1.835 -1.444
C -2.894966 -0.019094 0.686223 -0.775 -0.417 0.510
C -2.098683 1.068658 0.571594 -0.406 -2.705 -2.904
O -1.973402 2.015818 1.438533 -0.910 1.469 3.187
H 3.584694 -0.532749 0.188412 -1.805 -1.000 -0.188
H 2.537871 -1.881563 -0.569387 0.003 0.501 0.050
H 2.320752 -1.461544 1.155594 0.375 0.157 -0.795
H 0.979478 1.827985 0.899492 -0.223 1.270 0.305
H 1.347065 0.548307 2.104062 -0.039 0.401 -1.376
H 2.632312 1.231753 1.232651 2.168 1.046 -0.135
H 2.829880 1.358125 -1.284798 0.225 -0.404 0.619
H 1.161214 1.723265 -1.450820 0.312 -0.817 -0.165
H 1.881411 0.287872 -2.236580 -0.208 -0.490 -0.635
H -0.573906 -0.445088 -2.278510 1.398 1.165 -2.093
H -2.155227 -2.452076 -1.558198 0.507 0.433 -0.714
H -3.820928 -1.732563 -0.330896 -0.673 -0.628 0.472
H -3.581112 -0.226543 1.556077 0.865 0.950 -0.528
H -1.429069 1.210807 -0.309361 -0.943 -0.056 0.866
H -2.558496 1.720085 2.185805 0.812 0.911 -0.504
```
Forces are in eV/Å.

[6]
Formula: C10H15GdN3OP
Source: the OMol25 dataset
Level of theory: ωB97M-V/def2-TZVPD

The value obtained for the HOMO-LUMO gap (spin up / spin down) is 4.75 / 5.61 eV. As for the HOMO energy (spin up / spin down): -4.52 / -5.14 eV. As for the energy above the lowest of the compared OMol25 structures with the same formula, charge and spin: 0.000 eV. As for the multiplicity: 8.

The geometry in XYZ format:
```
31
Properties=species:S:1:pos:R:3:forces:R:3
C 1.381548 -3.214162 -1.389915 -0.255 -1.245 0.516
C 1.939010 -3.090023 -0.075889 -0.626 -0.467 -0.191
C 0.903723 -3.376572 0.871554 0.124 -0.791 -0.899
C -0.281154 -3.734810 0.146833 0.705 -0.778 -0.295
C 0.004225 -3.637392 -1.257564 0.819 -0.779 0.459
Gd -0.007334 -1.261747 -0.427296 -0.931 1.624 1.014
P 0.833809 0.195411 -2.807391 0.376 0.718 -1.270
H 1.950185 -3.179246 -2.320976 -0.279 0.165 0.301
H 3.000619 -2.928884 0.163933 -0.731 0.177 -0.152
H 1.043266 -3.455898 1.949502 -0.146 0.246 -0.349
H -0.671750 -3.926937 -2.071859 0.385 0.284 0.443
H -1.216675 -4.112803 0.587547 0.548 0.453 -0.277
H 0.056916 -0.053450 -3.990631 0.207 0.168 0.551
H 2.078470 0.139691 -3.509443 -0.219 0.189 0.194
H 0.697926 1.625861 -2.758193 0.022 -0.593 -0.173
C -3.096750 1.903338 1.996655 0.485 0.038 -0.275
N -1.726936 2.000800 1.467722 -0.984 -1.651 0.161
C -1.087077 3.218415 1.371242 -0.822 1.629 0.708
C 0.181553 3.286693 0.860345 1.722 -0.500 -0.743
C 0.824755 2.103803 0.462451 -1.690 1.743 1.074
N 0.167156 0.923197 0.560379 -1.005 -0.740 -0.046
C -1.134242 0.899186 0.973926 0.331 -1.111 -0.923
O -1.754941 -0.223003 0.782858 0.143 1.412 0.942
N 2.063326 1.997287 -0.049449 1.757 -0.024 -0.911
H -3.777088 1.566825 1.207486 0.052 0.062 0.231
H -3.374065 2.902837 2.342941 -0.049 -0.281 -0.041
H -3.115493 1.193609 2.830511 -0.102 0.156 -0.196
H -1.670001 4.066019 1.739775 0.453 -0.308 -0.242
H 0.668762 4.255170 0.774803 -0.030 -0.224 0.018
H 2.621363 2.815572 -0.190874 0.099 0.035 0.035
H 2.496895 1.101214 -0.240979 -0.359 0.394 0.335
```
Forces are in eV/Å.

multiplicity of number 5 (C10H15FO)? 1

Repeat the third record exactly.
Formula: C10H15ClN2
Source: the OMol25 dataset
Level of theory: ωB97M-V/def2-TZVPD

The value obtained for the HOMO-LUMO gap is 11.79 eV. As for the HOMO energy: -11.28 eV. As for the energy above the lowest of the compared OMol25 structures with the same formula, charge and spin: 0.116 eV. As for the SMILES: CCC[C@H](C#N)[C@@H](C#N)CCCCl. As for the multiplicity: 1.

The geometry in XYZ format:
```
28
Properties=species:S:1:pos:R:3:forces:R:3
C -1.015588 -2.661428 0.710701 0.158 -0.051 -0.030
C 0.100010 -2.780216 -0.350709 -0.662 0.112 -0.461
C 0.784851 -1.450258 -0.768604 0.725 -0.609 0.480
C 1.029909 -0.413223 0.360621 0.478 0.364 -0.138
C 1.625263 -1.014647 1.596136 -1.482 0.902 -2.141
N 1.865665 -1.477245 2.604712 0.796 -0.690 1.390
C -0.219055 0.512143 0.671357 0.874 0.331 1.203
C -0.727171 0.299187 2.073537 0.222 -0.071 -3.091
N -1.344865 0.037628 2.988851 -0.633 -0.132 1.744
C 0.118087 2.031119 0.521154 -0.613 0.481 -0.161
C -0.687374 2.720824 -0.606095 0.690 0.336 -0.007
C -0.154041 2.450572 -2.022385 -0.695 0.289 -0.192
Cl 1.576448 2.933534 -2.211447 -0.401 -0.283 0.070
H -1.578614 -3.604370 0.755596 0.114 0.294 -0.007
H -1.720478 -1.855305 0.449195 0.143 -0.345 0.088
H -0.636044 -2.463211 1.723368 -0.062 -0.013 -0.374
H 0.847290 -3.538174 -0.069689 -0.172 0.415 0.156
H -0.380433 -3.182361 -1.261870 0.291 0.097 0.260
H 1.785643 -1.721103 -1.149649 -0.371 0.168 -0.005
H 0.275385 -0.951876 -1.607288 -0.058 -0.084 0.392
H 1.795554 0.282228 -0.024147 -0.218 -0.297 0.079
H -1.013365 0.274770 -0.050505 0.100 -0.158 0.477
H 1.185405 2.211125 0.334272 -0.264 -0.226 0.089
H -0.123177 2.573967 1.447877 0.102 -0.358 -0.215
H -1.763770 2.483421 -0.572454 0.360 -0.147 0.022
H -0.618199 3.808157 -0.432696 -0.028 -0.337 -0.124
H -0.284654 1.412535 -2.358919 0.345 0.207 0.275
H -0.714815 3.071468 -2.736253 0.260 -0.195 0.221
```
Forces are in eV/Å.